Entry 1:
Below is C26H7F15GeN2OPtSSe2Te2 as an isolated structure, with properties calculated with the ωB97M-V functional and the def2-TZVPD basis.

```
58
Properties=species:S:1:pos:R:3:lowdin_charge:R:1
Pt -0.204 0.204 -0.166 0.2859
Se 3.753 -0.038 -1.776 -0.4997
Te 2.452 0.416 0.234 0.0763
Te 1.901 3.078 0.065 0.0809
Se -0.406 2.518 -0.769 -0.1716
F -2.897 -0.253 4.165 0.0789
C -2.549 -1.476 4.600 -0.2486
C -1.200 -1.716 4.827 -0.1127
C -0.850 -2.987 5.259 -0.2240
F 0.445 -3.270 5.476 0.0850
C -1.797 -3.968 5.502 -0.1511
F -1.442 -5.169 5.985 0.0960
C -3.147 -3.691 5.278 -0.1194
F -4.083 -4.631 5.516 0.0993
C -3.525 -2.428 4.820 -0.1337
F -4.828 -2.156 4.618 0.1007
Ge 0.073 -0.225 4.388 0.5909
S 0.016 0.722 2.508 0.1432
C 1.854 -0.895 5.035 -0.1221
C 2.932 -1.175 4.209 -0.2093
F 2.757 -1.114 2.873 -0.0253
C 4.177 -1.527 4.699 -0.1300
F 5.203 -1.787 3.872 0.1097
C 4.365 -1.618 6.080 -0.1205
F 5.564 -1.971 6.583 0.0980
C 3.300 -1.340 6.936 -0.1368
F 3.479 -1.414 8.270 0.0916
C 2.076 -0.988 6.402 -0.2339
F 1.048 -0.734 7.236 0.0847
C -0.245 1.248 5.721 -0.1307
C -1.310 1.383 6.596 -0.2145
F -2.177 0.366 6.747 0.0878
C -1.503 2.528 7.350 -0.1383
F -2.553 2.632 8.190 0.0898
C -0.606 3.589 7.240 -0.1262
F -0.801 4.718 7.951 0.0944
C 0.502 3.464 6.402 -0.1319
F 1.393 4.470 6.324 0.1016
C 0.658 2.302 5.672 -0.2311
F 1.745 2.157 4.889 0.0734
C -2.847 -1.158 0.218 -0.0962
C -2.177 0.052 -0.422 -0.6697
O -2.831 0.864 -1.029 -0.1277
H -3.912 -0.957 0.319 0.0667
H -2.425 -1.378 1.196 0.0401
H -2.710 -2.024 -0.431 0.0588
N 0.074 -5.510 2.929 0.1824
C 0.093 -4.826 1.998 -0.1857
C 0.090 -4.036 0.851 -0.1870
C 0.058 -4.635 -0.445 -0.0001
C 0.056 -3.809 -1.542 -0.0462
C 0.072 -2.431 -1.376 -0.0893
N 0.069 -1.866 -0.141 -0.1416
C 0.098 -2.639 0.924 -0.0884
H 0.034 -5.711 -0.532 0.1140
H 0.038 -4.218 -2.541 0.1068
H 0.095 -1.752 -2.221 0.1163
H 0.123 -2.151 1.896 0.0900
```

Net charge: -2
Orbital gap in eV: 4.64


Entry 2:
Below is a 4-piece molecular cluster, C4H16NO3 overall, with properties calculated with the ωB97M-V functional and the def2-TZVPD basis.

```
24
Properties=species:S:1:pos:R:3:lowdin_charge:R:1
C 0.279 0.851 0.815 -0.0866
N 1.338 -0.168 0.545 0.0540
C 2.208 -0.325 1.753 -0.1061
C 1.289 -0.057 2.935 -0.1285
C 0.218 0.888 2.380 -0.1300
H 0.448 1.838 0.427 0.1278
H -0.662 0.468 0.434 0.1254
H 1.786 -0.086 -0.378 0.1615
H 0.869 -1.056 0.398 0.1741
H 3.085 0.304 1.652 0.1352
H 2.681 -1.298 1.658 0.1332
H 0.921 -0.985 3.359 0.1221
H 1.822 0.518 3.686 0.1224
H 0.338 1.936 2.606 0.1131
H -0.795 0.642 2.672 0.1153
H -3.955 -2.619 -3.726 0.0282
H -3.654 -3.812 -4.678 0.0363
O -3.297 -3.276 -3.965 -0.0642
H 0.238 -0.877 -2.989 0.0541
H 1.754 -0.739 -3.309 0.0523
O 1.082 -0.555 -2.646 -0.0523
H -2.434 2.456 -1.916 0.0351
H -3.168 3.220 -0.714 0.0368
O -2.394 2.735 -0.999 -0.0590
```

Relative energy (zero: lowest compared OMol25 entry of this formula, charge and spin) in kJ/mol: 79.4
Net charge: +1
Orbital gap in eV: 10.77


Entry 3:
Below is C3H3FeO4 as an isolated structure, with properties calculated with the ωB97M-V functional and the def2-TZVPD basis.

```
11
Properties=species:S:1:pos:R:3:lowdin_charge:R:1
C -0.135 2.264 -1.168 -0.0974
C -0.731 1.059 -1.289 0.1288
H -1.583 0.422 -1.050 0.1673
Fe 1.548 3.335 -0.635 1.5376
O -0.785 2.021 -2.396 0.1233
O 0.598 -0.299 0.141 0.0388
C 0.465 -1.283 0.849 -0.6195
O -0.684 -1.810 1.223 0.2009
O 1.502 -1.825 1.447 0.2134
H -1.435 -1.337 0.838 0.1439
H 1.241 -2.545 2.039 0.1629
```

Relative energy (zero: lowest compared OMol25 entry of this formula, charge and spin) in kJ/mol: 459.0
Spin multiplicity: 6
⟨S²⟩: 8.7593
Net charge: +2
Orbital gap (alpha / beta) in eV: 6.55 / 5.22


Entry 4:
Below is C3H3O2Rh as an isolated structure, with properties calculated with the ωB97M-V functional and the def2-TZVPD basis.

```
9
Properties=species:S:1:pos:R:3:lowdin_charge:R:1
C -0.750 -0.605 0.174 0.1660
C -1.152 0.726 0.091 0.3734
H -1.816 1.060 -0.710 0.1704
H -1.343 -1.493 -0.032 0.1860
H -0.975 1.399 0.934 0.1646
O 1.592 -1.344 0.197 0.0164
C 0.649 -0.561 -0.149 -0.4971
O 0.985 0.719 -0.274 -0.1061
Rh 2.810 0.099 -0.232 1.5264
```

Relative energy (zero: lowest compared OMol25 entry of this formula, charge and spin) in kJ/mol: 216.0
Spin multiplicity: 5
⟨S²⟩: 6.0150
Net charge: +2
Orbital gap (alpha / beta) in eV: 8.10 / 8.77


Entry 5:
Below is a 8-piece molecular cluster, C49H108F3N7O6S overall, with properties calculated with the ωB97M-V functional and the def2-TZVPD basis.

```
174
Properties=species:S:1:pos:R:3:lowdin_charge:R:1
C -2.652 3.266 5.550 -0.0849
C -1.183 3.488 5.812 -0.2268
C -0.404 3.410 4.504 -0.1465
N 1.011 3.887 4.517 -0.2524
C 1.767 3.293 5.650 0.0289
C 1.691 3.539 3.210 -0.0976
C 2.310 4.845 2.692 -0.1323
C 2.339 5.773 3.903 -0.1259
C 1.027 5.388 4.551 -0.0959
H -3.229 3.375 6.472 0.0896
H -2.883 2.249 5.224 0.0641
H -3.048 4.016 4.866 0.0898
H -0.784 2.753 6.514 0.1132
H -0.987 4.462 6.272 0.1212
H -0.932 3.885 3.672 0.1217
H -0.374 2.348 4.220 0.1330
H 2.806 3.599 5.585 0.1107
H 1.697 2.210 5.559 0.1152
H 1.314 3.593 6.589 0.1093
H 2.483 2.810 3.369 0.1146
H 0.955 3.175 2.501 0.0898
H 3.306 4.692 2.270 0.1113
H 1.703 5.255 1.888 0.0986
H 3.199 5.681 4.571 0.1179
H 2.348 6.826 3.627 0.1358
H 0.798 5.759 5.548 0.1465
H 0.249 5.778 3.887 0.1147
C -0.611 -3.941 0.491 -0.0791
C -1.234 -5.123 1.247 -0.2209
C -0.418 -6.366 1.008 -0.1341
N -0.971 -7.696 1.503 -0.2804
C -1.988 -8.189 0.543 0.0305
C -1.576 -7.539 2.874 -0.1015
C -0.338 -7.346 3.750 -0.1333
C 0.695 -8.348 3.163 -0.1068
C 0.135 -8.691 1.781 -0.0782
H -1.091 -3.000 0.750 0.0513
H -0.647 -4.076 -0.589 0.0742
H 0.426 -3.803 0.810 0.0861
H -2.227 -5.331 0.831 0.1091
H -1.321 -4.862 2.298 0.1128
H 0.581 -6.284 1.449 0.1358
H -0.163 -6.561 -0.036 0.1387
H -2.826 -7.503 0.588 0.1070
H -2.219 -9.225 0.771 0.1187
H -1.573 -8.171 -0.464 0.1143
H -2.094 -8.455 3.151 0.1524
H -2.231 -6.678 2.932 0.1243
H -0.605 -7.489 4.795 0.1299
H -0.020 -6.306 3.667 0.1056
H 0.744 -9.185 3.851 0.1281
H 1.657 -7.848 3.096 0.1173
H -0.290 -9.689 1.725 0.1412
H 0.871 -8.560 0.987 0.1405
C -6.385 -4.022 0.216 -0.0774
C -5.197 -3.070 0.261 -0.2276
C -5.658 -1.703 0.717 -0.1094
N -4.586 -0.633 0.578 -0.2508
C -4.047 -0.475 -0.803 0.0077
C -3.477 -0.820 1.577 -0.1054
C -4.007 -0.340 2.914 -0.1236
C -4.885 0.860 2.527 -0.1291
C -5.218 0.681 1.058 -0.0815
H -6.774 -4.171 1.225 0.0888
H -6.127 -4.998 -0.195 0.0797
H -7.198 -3.657 -0.411 0.0896
H -4.781 -2.962 -0.745 0.1077
H -4.393 -3.442 0.901 0.1004
H -5.979 -1.627 1.753 0.1426
H -6.451 -1.342 0.062 0.1421
H -3.360 -1.255 -1.099 0.0829
H -3.596 0.513 -0.787 0.0961
H -4.890 -0.406 -1.494 0.1232
H -2.647 -0.204 1.229 0.1184
H -3.143 -1.853 1.615 0.1186
H -3.294 0.004 3.655 0.1145
H -4.618 -1.132 3.353 0.1172
H -4.346 1.797 2.686 0.1173
H -5.783 1.059 3.114 0.1308
H -4.862 1.495 0.426 0.1304
H -6.276 0.637 0.797 0.1382
C -2.855 -1.392 -4.551 -0.0838
C -1.455 -1.610 -5.083 -0.2166
C -0.569 -2.117 -3.978 -0.1343
N 0.862 -2.444 -4.354 -0.2528
C 1.537 -1.249 -4.934 0.0464
C 1.608 -2.862 -3.115 -0.1122
C 2.558 -3.999 -3.493 -0.1188
C 2.316 -4.246 -4.995 -0.1403
C 0.951 -3.654 -5.217 -0.1125
H -3.266 -2.326 -4.162 0.0840
H -3.483 -0.992 -5.347 0.0909
H -2.977 -0.672 -3.735 0.0614
H -1.035 -0.717 -5.549 0.1132
H -1.525 -2.334 -5.900 0.1245
H -0.914 -3.072 -3.571 0.1369
H -0.507 -1.446 -3.123 0.0978
H 2.581 -1.508 -5.095 0.1204
H 1.452 -0.441 -4.210 0.0973
H 1.048 -0.961 -5.859 0.1082
H 2.162 -2.023 -2.697 0.1155
H 0.982 -3.161 -2.277 0.1153
H 3.608 -3.769 -3.325 0.1188
H 2.350 -4.912 -2.938 0.1142
H 3.096 -3.926 -5.687 0.1244
H 2.282 -5.316 -5.213 0.1273
H 0.690 -3.416 -6.249 0.1476
H 0.201 -4.382 -4.903 0.1458
C -0.280 7.239 -6.087 -0.0838
C -0.178 6.877 -4.589 -0.2105
C -0.270 5.368 -4.467 -0.1319
N -0.325 4.900 -3.026 -0.2380
C 0.889 5.297 -2.253 0.0168
C -0.360 3.364 -3.085 -0.1005
C -1.720 2.891 -2.612 -0.1431
C -2.570 4.144 -2.689 -0.1472
C -1.607 5.251 -2.303 -0.0720
H -1.150 6.740 -6.527 0.0798
H 0.583 6.985 -6.698 0.0820
H -0.498 8.298 -6.217 0.0853
H -0.993 7.410 -4.106 0.1137
H 0.798 7.224 -4.255 0.1166
H 0.636 4.952 -4.908 0.1393
H -1.147 4.918 -4.927 0.1364
H 0.814 6.307 -1.857 0.1063
H 1.731 5.233 -2.937 0.1106
H 0.931 4.635 -1.393 0.0901
H 0.479 2.985 -2.500 0.0996
H -0.085 2.999 -4.074 0.1301
H -1.696 2.490 -1.602 0.0923
H -2.087 2.081 -3.245 0.1142
H -3.430 4.122 -2.015 0.1241
H -3.072 4.342 -3.642 0.1223
H -1.431 5.128 -1.234 0.1135
H -1.932 6.242 -2.593 0.1374
C 4.091 2.092 -1.920 -0.0624
C 4.173 1.608 -0.475 -0.2226
C 5.578 1.110 -0.125 -0.0948
N 5.684 0.601 1.305 -0.2861
C 5.731 1.725 2.271 0.0351
C 4.611 -0.399 1.691 -0.0922
C 4.942 -1.600 0.827 -0.1379
C 6.468 -1.627 0.819 -0.1267
C 6.897 -0.263 1.367 -0.1038
H 4.840 2.843 -2.171 0.0886
H 3.130 2.597 -2.055 0.0631
H 4.085 1.263 -2.624 0.0815
H 3.607 0.672 -0.443 0.0816
H 3.819 2.346 0.238 0.1040
H 6.283 1.942 -0.115 0.1413
H 5.913 0.313 -0.780 0.1389
H 6.502 2.418 1.943 0.1213
H 5.993 1.318 3.243 0.1163
H 4.764 2.219 2.280 0.0890
H 4.797 -0.604 2.744 0.1446
H 3.639 0.051 1.517 0.1182
H 4.453 -2.491 1.210 0.1273
H 4.499 -1.389 -0.149 0.1056
H 6.885 -2.380 1.489 0.1258
H 6.910 -1.906 -0.138 0.1238
H 7.117 -0.427 2.425 0.1383
H 7.786 0.215 0.964 0.1528
N -0.686 5.875 1.297 -0.5999
O -0.436 4.648 1.046 -0.1202
O -0.424 6.724 0.435 -0.0115
O -1.200 6.163 2.381 -0.0200
C 0.271 0.966 0.619 -0.6709
F 1.412 1.681 0.603 0.1059
F 0.032 0.455 1.824 0.1389
F -0.710 1.819 0.359 0.1282
S 0.390 -0.323 -0.684 0.4590
O -0.948 -0.897 -0.705 -0.3335
O 0.679 0.344 -1.947 -0.3202
O 1.480 -1.198 -0.291 -0.3178
```

Net charge: +4
Orbital gap in eV: 7.75


Entry 6:
Below is C28H16Br4F6N9O7PdS2 as an isolated structure, with properties calculated with the ωB97M-V functional and the def2-TZVPD basis.

```
73
Properties=species:S:1:pos:R:3:lowdin_charge:R:1
Pd -0.468 -1.568 -1.575 0.7243
Br 0.998 -7.247 -5.547 0.6965
C 0.054 -5.924 -4.587 -0.7461
C -1.297 -6.183 -4.178 -0.7481
Br -2.109 -7.825 -4.636 0.6943
C -1.995 -5.250 -3.469 -0.6504
Br -3.769 -5.503 -2.888 0.7623
C -1.410 -3.982 -3.104 -0.4178
O -2.029 -3.105 -2.469 -0.0839
C -0.025 -3.716 -3.541 -0.4181
O 0.500 -2.614 -3.264 -0.1147
C 0.657 -4.738 -4.282 -0.6514
Br 2.428 -4.328 -4.768 0.7689
C 1.377 3.707 -3.602 -0.0882
N 1.335 2.375 -3.050 -0.1531
C 0.276 1.579 -2.860 -0.1392
N 0.618 0.532 -2.147 0.0518
C 1.943 0.734 -1.913 -0.1873
N 2.418 1.846 -2.427 0.1164
C 0.854 4.776 -2.669 -0.1864
C 0.623 6.046 -3.184 -0.0427
C 0.194 7.076 -2.361 -0.0665
C -0.009 6.844 -1.011 -0.0236
C 0.214 5.572 -0.494 -0.1305
C 0.643 4.538 -1.319 0.0435
C 0.020 5.375 0.947 -0.2977
N -0.047 6.278 1.856 0.1187
N -0.218 5.599 3.068 0.1200
C -0.234 4.348 2.777 -0.2915
O -0.091 4.117 1.444 0.1427
C -0.373 3.212 3.693 -0.1368
C -0.060 3.405 5.033 -0.0260
C -0.180 2.344 5.917 -0.0647
C -0.613 1.108 5.464 -0.0300
C -0.942 0.916 4.126 -0.1698
C -1.433 -0.447 3.698 -0.0683
N -1.690 -0.550 2.280 -0.1274
C -0.803 -0.646 1.296 -0.1656
N -1.425 -0.639 0.131 -0.0159
C -2.734 -0.518 0.476 -0.1992
N -2.944 -0.438 1.768 0.1266
C -0.818 1.975 3.240 0.0417
H 0.816 3.715 -4.539 0.1317
H 2.422 3.903 -3.841 0.1346
H -0.706 1.800 -3.245 0.1398
H 2.549 0.033 -1.362 0.0961
H 0.781 6.232 -4.240 0.1145
H 0.014 8.060 -2.772 0.1048
H -0.340 7.633 -0.351 0.1130
H 0.830 3.555 -0.903 0.1232
H 0.282 4.375 5.365 0.1122
H 0.074 2.480 6.959 0.1046
H -0.694 0.279 6.157 0.1205
H -2.375 -0.683 4.192 0.1403
H -0.712 -1.224 3.965 0.1142
H 0.255 -0.771 1.452 0.1191
H -3.533 -0.508 -0.246 0.1139
H -1.071 1.845 2.196 0.1213
F 3.544 -4.221 1.797 0.1249
C 3.220 -4.103 0.510 -0.6559
F 3.166 -5.314 -0.032 0.1431
F 4.194 -3.417 -0.095 0.1240
S 1.581 -3.208 0.292 0.5822
O 1.951 -1.951 -0.297 -0.3357
O 0.774 -4.130 -0.458 -0.2800
N 1.034 -2.912 1.754 -0.3158
S 0.313 -4.055 2.610 0.6002
O 0.002 -3.459 3.882 -0.3103
O 0.956 -5.334 2.546 -0.2763
C -1.370 -4.363 1.837 -0.6539
F -2.287 -4.422 2.813 0.1207
F -1.375 -5.522 1.188 0.1430
F -1.727 -3.390 0.998 0.1190
```

Relative energy (zero: lowest compared OMol25 entry of this formula, charge and spin) in kJ/mol: 0.0
Spin multiplicity: 3
⟨S²⟩: 2.0199
Net charge: -1
Orbital gap (alpha / beta) in eV: 6.32 / 6.79


Number 1: total energy -288743.996 eV. Number 2: total energy -12033.810 eV. Number 3: total energy -45710.547 eV. Number 4: total energy -10235.185 eV. Number 5: total energy -94232.887 eV. Number 6: total energy -378665.836 eV.